Record 1
120
Properties=species:S:1:pos:R:3:lowdin_charge:R:1 method="wB97M-V/def2-TZVPD" de_lowest_kcal_mol=0.0 orbital_gap_ev=10.721 energy_ha=-2640.75063 e_lumo_ev=0.5 smiles="CCCCCCCCCCCCCCCCCCCC[C@@]1(CC)OS(=O)(=O)O[C@]1(C)CCCO.CCOC(=O)OC.CCOC(=O)OC"
C -6.919 -0.372 -3.278 -0.16
C 11.134 -3.766 -0.853 -0.28
C -0.031 -2.008 0.559 -0.60
H -5.964 -1.386 0.233 0.08
H -2.957 -3.069 -2.238 0.11
O 0.757 -2.624 1.438 0.04
C 3.599 3.699 -0.339 -0.23
C -3.748 2.915 0.949 -0.18
H -2.109 1.544 1.237 0.10
O -1.234 -1.907 0.637 0.10
H 0.410 2.342 1.504 0.11
H 0.751 4.758 -0.191 0.11
H -5.092 1.236 1.213 0.10
H -4.043 -5.694 -2.273 0.12
S -3.272 0.023 -2.632 0.57
C -4.052 2.898 6.481 -0.21
C -3.671 -0.580 3.394 -0.02
O -3.748 -0.928 -1.466 -0.17
C 10.324 -1.419 -1.496 -0.22
H -4.931 2.448 -1.576 0.11
H 7.894 2.807 -1.963 0.10
H 4.005 3.886 0.662 0.12
H -2.181 2.791 2.460 0.11
H 10.498 -4.761 0.979 0.07
C -4.503 1.693 0.409 -0.21
H -6.868 1.800 -3.581 0.08
H -4.838 -2.080 -3.849 0.11
C 8.884 -0.954 -1.670 -0.24
H -1.296 -4.469 1.386 0.06
H 9.741 -3.191 0.710 0.07
H -4.751 -2.614 -0.018 0.09
C 8.629 0.456 -1.153 -0.22
H 6.108 4.227 -1.295 0.11
H -1.126 2.996 -0.374 0.11
H 10.598 -1.320 -0.438 0.11
C -4.177 -4.752 -1.742 -0.25
C -4.966 -2.540 -2.873 -0.13
C -5.583 -2.095 -0.493 0.03
O -4.710 0.516 -3.035 -0.15
H -3.530 -3.922 -3.634 0.12
C -5.469 2.015 -0.727 -0.17
C -6.304 0.809 -1.156 -0.10
H 0.858 -3.393 3.285 0.12
C -4.881 2.288 7.589 -0.06
H 11.258 -2.874 -2.807 0.10
C 7.158 0.894 -1.263 -0.20
H -7.743 -0.837 -2.728 0.13
H -4.197 0.006 2.645 0.07
O 0.726 -1.526 -0.421 0.02
C 10.577 -2.865 -1.953 -0.22
H -3.203 -3.975 -0.222 0.06
H -7.221 0.881 -5.035 0.08
H 4.250 2.766 -2.166 0.12
H -4.363 -1.277 3.866 0.10
C 0.079 -3.265 2.535 -0.20
H -8.461 1.091 -3.809 0.08
H -5.629 1.608 7.185 0.08
C 2.183 3.152 -0.214 -0.22
H -7.289 1.145 -1.480 0.11
H 11.525 -4.690 -1.287 0.10
H 3.561 4.673 -0.842 0.12
H -2.845 -1.115 2.935 0.08
H 0.727 -0.423 -2.126 0.10
H -4.674 3.423 5.757 0.12
H 9.632 -3.296 -2.308 0.11
O -3.267 1.907 5.791 0.03
C 6.930 2.304 -1.844 -0.21
H 11.979 -3.253 -0.381 0.11
H 9.225 -4.588 -0.232 0.07
H -6.602 -1.091 -4.029 0.10
O -5.095 1.294 4.605 0.12
C -0.007 -0.809 -1.427 -0.02
C 0.121 3.385 1.332 -0.21
H -3.729 3.683 0.167 0.11
H -6.163 2.783 -0.371 0.12
H -6.359 -2.828 -0.708 0.10
H -1.566 4.444 0.523 0.12
C -3.931 1.171 4.900 -0.61
O -2.709 -0.720 -3.705 -0.21
H -0.689 -1.486 -1.940 0.09
H 1.813 4.737 1.197 0.10
H -3.772 0.950 0.096 0.08
C 1.228 4.092 0.536 -0.21
C 6.002 3.177 -1.003 -0.23
H -5.928 -3.064 -2.895 0.13
O -3.087 0.288 4.373 0.01
H 8.216 -1.658 -1.158 0.12
C -5.087 -1.463 -1.780 -0.38
C -3.839 -3.561 -2.652 -0.14
C -7.395 0.924 -3.960 -0.07
H 4.412 1.750 -0.737 0.11
H -5.394 3.079 8.138 0.08
H 6.500 2.219 -2.847 0.11
H -0.679 -2.589 2.928 0.11
H 9.265 1.154 -1.708 0.11
H -6.476 0.240 -0.246 0.10
H 0.010 3.840 2.321 0.11
H -0.942 -5.087 3.005 0.08
H 6.626 0.154 -1.868 0.11
H -5.228 -4.706 -1.427 0.10
C -1.237 3.405 0.638 -0.22
C -5.799 -0.138 -2.277 -0.34
O -2.520 1.087 -2.069 -0.21
C -0.512 -4.597 2.130 -0.05
H -0.570 0.006 -0.981 0.08
H 8.619 -0.994 -2.734 0.12
H 0.259 -5.247 1.717 0.09
H 2.218 2.181 0.291 0.11
H 8.957 0.507 -0.109 0.11
H 6.309 3.118 0.049 0.11
H -4.304 3.346 1.785 0.11
H -4.244 1.744 8.286 0.08
H 10.977 -0.734 -2.045 0.11
H 6.701 0.860 -0.269 0.11
C 4.535 2.775 -1.107 -0.23
C -2.304 2.611 1.386 -0.20
H -3.311 3.588 6.878 0.12
H 1.792 2.966 -1.221 0.12
C 10.095 -4.098 0.212 -0.12
O -3.330 -4.855 -0.602 -0.07

=====

Record 2
198
Properties=species:S:1:pos:R:3:lowdin_charge:R:1 method="wB97M-V/def2-TZVPD" de_lowest_kcal_mol=0.0 orbital_gap_ev=11.007 energy_ha=-13999.16794 e_lumo_ev=0.2
H -1.978 -7.788 0.492 0.14
C 0.954 -0.350 6.192 -0.07
O 2.768 -0.720 -2.146 -0.22
H 1.269 3.124 -6.063 0.08
C -3.103 -2.170 -1.800 -0.15
C 0.430 1.575 -0.720 -0.11
O 5.739 0.684 -6.225 -0.20
H 1.604 -5.081 -2.150 0.10
H 2.326 4.738 7.138 0.08
O 5.541 -0.809 -4.370 -0.20
H 1.360 -6.344 4.914 0.14
O -0.998 -0.103 2.132 -0.20
H -0.337 1.259 -7.480 0.08
C 2.978 3.415 1.576 -0.15
O -0.633 -5.165 -2.668 -0.22
O 3.546 2.111 -9.365 -0.24
O 3.183 -2.955 -1.472 -0.24
H 3.992 5.785 -4.189 0.11
C 4.621 -0.691 -7.884 -0.17
H -2.997 1.657 6.547 0.10
O -1.109 -2.531 -5.167 -0.19
C 2.691 5.661 6.739 -0.11
O -1.547 3.464 -4.695 -0.22
H 4.659 5.539 5.498 0.14
C 3.562 5.368 5.379 -0.06
O 0.485 -5.047 3.455 -0.19
H -3.946 1.352 9.454 0.12
H 0.321 -1.069 6.770 0.12
C -3.922 0.110 2.050 -0.13
O -3.855 0.516 3.473 -0.18
H 0.250 -4.932 -0.169 0.11
H 1.363 -6.822 3.107 0.10
H -4.851 -0.433 1.830 0.14
O -4.873 -3.869 3.017 -0.19
O -2.770 -4.608 3.933 -0.19
O -3.806 -5.836 2.067 -0.24
O 0.025 4.616 0.316 -0.20
C 2.115 -5.530 -1.310 -0.11
C -2.342 -7.445 -0.456 -0.13
C -4.684 -3.322 4.376 -0.09
O 0.730 -3.425 5.385 -0.22
O -5.191 0.726 -1.567 -0.21
H -1.167 -8.723 -1.817 0.13
O 2.034 2.757 6.001 -0.26
O -2.075 3.549 0.082 -0.22
H -1.833 1.623 -3.829 0.10
O -3.921 2.725 4.479 -0.25
H 1.467 -2.868 -6.394 0.13
S 4.779 -0.359 -5.448 0.62
O -4.252 2.452 2.083 -0.19
C 5.730 0.362 -7.688 -0.11
C 2.017 3.137 2.630 -0.18
H -2.546 -2.593 4.397 0.12
O 4.727 -1.398 -6.661 -0.20
H -3.062 4.635 3.292 0.14
O -2.501 0.017 8.772 -0.20
O 2.400 1.809 2.951 -0.20
O 1.387 -6.250 0.838 -0.23
O -0.034 1.628 5.308 -0.21
H -5.084 -2.304 4.449 0.13
H -3.262 3.116 -1.948 0.12
H -3.123 -0.608 1.797 0.11
C -3.155 1.377 8.712 -0.06
H -0.624 0.341 -2.330 0.12
H -3.057 -8.928 -1.794 0.16
H -1.188 2.987 -2.708 0.12
O 3.440 0.153 -5.279 -0.21
O -1.016 -0.259 -0.324 -0.21
H 0.464 2.616 -1.043 0.09
C 3.955 -1.994 -0.646 -0.11
H -1.506 4.922 4.160 0.12
H -0.918 6.803 2.410 0.10
O -6.014 1.809 3.624 -0.21
O 3.010 6.311 4.373 -0.20
O 2.441 4.110 -8.401 -0.22
H 4.309 0.152 -1.001 0.14
C 0.508 -2.681 -6.866 -0.14
S -1.824 -5.734 -2.079 0.62
H 1.729 -4.270 0.433 0.11
O 3.147 -7.900 0.484 -0.24
S -1.262 4.447 0.842 0.52
C 3.061 5.287 -4.343 -0.10
H -2.586 7.035 2.524 0.13
C 0.288 2.086 -7.645 -0.05
H 1.353 1.467 -5.674 0.09
O 0.723 -8.451 0.107 -0.20
H -0.286 3.012 -7.720 0.13
O -2.313 -0.647 -6.269 -0.20
H 1.008 3.111 2.255 0.10
C 1.360 2.187 -6.460 -0.12
O 1.141 0.780 7.154 -0.20
O 0.993 -0.909 0.967 -0.21
H -1.565 1.438 -1.342 0.07
O -0.422 -0.195 -4.809 -0.20
O -2.282 -7.152 -2.717 -0.19
C -3.250 3.201 -3.050 -0.14
O 3.393 2.808 -1.778 -0.21
O 1.141 1.979 -8.861 -0.19
O 2.634 2.021 -7.101 -0.22
C -4.431 -2.738 -2.247 -0.10
H -3.336 -6.996 -0.511 0.13
H 3.038 4.493 1.349 0.16
C -3.162 -3.432 4.716 -0.11
O -1.335 5.918 -4.375 -0.26
S 1.061 -3.650 4.045 0.54
H -4.163 1.327 0.278 0.10
O 0.606 5.640 4.244 -0.24
C 0.259 0.234 4.902 -0.09
O 0.010 2.979 7.357 -0.21
C -0.754 0.775 -1.343 -0.09
H -4.095 2.775 -3.499 0.10
S -3.506 -4.531 2.580 0.58
H 3.600 -5.821 4.364 0.13
O -3.407 -0.833 -1.357 -0.21
C 4.127 -0.806 -1.532 -0.07
H 3.340 -1.887 0.281 0.13
O -3.006 4.941 -5.944 -0.22
H 0.898 0.126 4.000 0.11
S -3.191 -0.986 7.721 0.58
O -1.488 -6.276 -0.670 -0.22
H 3.624 -0.201 -7.923 0.12
O -5.250 -1.522 -2.468 -0.17
H 3.266 -5.361 2.653 0.12
H 2.825 5.377 -5.435 0.14
H 4.822 -2.539 -0.332 0.13
H -4.312 -3.329 -3.116 0.11
O 2.619 -3.949 3.992 -0.20
C -1.906 2.659 -3.495 -0.12
C 1.865 5.764 -3.388 -0.07
H 0.611 -2.965 -7.916 0.14
S -4.450 -0.204 -2.307 0.51
H -2.898 -3.720 5.802 0.16
O 4.569 1.610 4.233 -0.22
O 4.224 3.030 2.184 -0.17
O 1.572 6.392 6.288 -0.19
H 3.159 -5.166 -1.296 0.13
C -3.671 1.397 1.245 -0.12
O -1.252 4.027 2.316 -0.19
C -1.822 6.316 2.421 -0.09
H -0.336 -4.299 -5.735 0.12
C -0.623 -3.417 -6.239 -0.12
C 1.472 -6.082 3.860 -0.11
S 3.960 1.656 2.944 0.61
H 1.895 6.741 -3.003 0.11
H -2.758 -2.696 -0.871 0.14
S -4.603 1.904 3.529 0.57
O -2.188 -1.398 6.775 -0.24
O -3.180 4.617 -3.381 -0.18
S 0.806 2.171 6.536 0.57
C -3.706 1.336 7.273 -0.18
O -2.943 -4.870 -1.937 -0.22
S 2.080 -2.124 -2.360 0.58
S -2.291 4.887 -4.722 0.64
H 1.945 3.749 3.579 0.12
O 0.178 1.449 0.736 -0.20
H 4.885 -1.307 -8.743 0.14
S -1.038 -1.021 -5.733 0.53
H 1.998 -0.694 6.010 0.14
S 1.492 6.641 4.750 0.59
C -2.158 -8.247 -1.722 -0.10
H 3.354 4.388 5.003 0.06
H 5.466 1.296 -8.222 0.11
C 2.855 -5.418 3.666 -0.07
H -2.394 -2.003 -2.610 0.13
C 1.319 -5.098 -0.060 -0.11
S 1.810 -7.582 0.029 0.55
O -2.833 -3.649 1.605 -0.26
S 2.551 2.683 -8.500 0.60
S 2.542 3.464 -2.716 0.61
H 3.198 6.302 7.496 0.14
H 1.357 1.155 -0.976 0.09
O 1.223 8.006 4.470 -0.21
H -2.586 1.674 1.178 0.11
O 2.179 4.933 -2.219 -0.20
H 4.724 -0.866 -2.423 0.09
O -3.908 0.219 -3.536 -0.20
O 3.356 3.924 -3.981 -0.20
H -4.530 2.054 7.135 0.15
H 0.809 5.641 -3.738 0.11
C -1.980 5.012 3.184 -0.07
S -0.171 -0.076 1.017 0.57
H -5.270 -4.023 4.970 0.13
H -4.940 -3.210 -1.411 0.14
O -4.140 0.012 7.032 -0.17
O 4.310 0.565 2.029 -0.26
H -2.377 2.182 8.859 0.15
H -1.411 -3.539 -6.943 0.13
O 0.641 -2.638 3.150 -0.22
H 2.809 2.802 0.725 0.11
O 1.373 2.779 -3.266 -0.23
H -0.734 -0.222 4.751 0.12
O 0.847 -2.206 -1.688 -0.20
O -3.984 -1.976 8.369 -0.22
O 1.911 -6.971 -1.350 -0.16
O -1.905 5.841 1.058 -0.17
H 6.729 -0.114 -7.982 0.15
O 0.021 -1.345 -6.796 -0.18
O 2.146 -2.546 -3.720 -0.22

=====

Record 3
117
Properties=species:S:1:pos:R:3:lowdin_charge:R:1 method="wB97M-V/def2-TZVPD" de_lowest_kcal_mol=13.5 orbital_gap_ev=9.632 energy_ha=-2091.88103 e_lumo_ev=0.5 smiles=C1CCOC1.C1CCOC1.C1CCOC1.C1CCOC1.C1CCOC1.C1CCOC1.C1CCOC1.C1CCOC1.C1CCOC1
H 2.432 5.705 -1.108 0.11
H 0.594 -0.177 -4.866 0.12
C -4.141 -5.163 -2.387 -0.19
H 3.430 0.278 -3.927 0.12
C -4.097 -1.555 3.975 -0.16
H 0.373 4.797 -2.023 0.11
H 0.735 -5.103 -3.920 0.11
C 0.272 5.421 -1.138 -0.16
C 2.604 -5.128 -2.775 -0.14
H 1.297 -2.566 -1.113 0.10
H -0.474 5.011 -0.458 0.08
H -2.044 -0.463 -0.694 0.11
H 1.913 -1.164 3.633 0.12
C 4.978 0.441 0.671 -0.15
O 3.339 0.896 -0.892 -0.15
H 0.522 0.725 -1.780 0.09
H 2.099 7.953 -0.671 0.12
H -4.871 -1.310 4.704 0.11
H 0.142 2.594 -0.076 0.10
H -3.990 -5.598 -3.377 0.11
H 2.024 -4.075 -4.588 0.11
H 1.328 1.747 -6.806 0.12
H -3.438 -7.115 -1.695 0.10
H 1.561 -0.819 6.502 0.11
C 0.588 -1.042 6.057 -0.21
H -5.157 -4.829 -2.199 0.11
H -3.255 0.294 3.181 0.09
C -1.232 5.278 2.527 -0.16
H -2.632 3.571 4.417 0.12
H 2.655 -2.231 -2.259 0.11
O 0.050 7.684 -0.555 -0.14
H 3.566 -5.071 -3.283 0.10
O 2.609 1.690 -5.188 -0.14
H -0.281 3.926 3.899 0.12
H 2.115 -4.727 -0.664 0.11
O -3.272 4.115 2.548 -0.14
C -2.581 5.125 1.812 -0.20
C 3.165 1.943 0.052 -0.18
H 3.081 -0.710 -6.566 0.11
H -4.442 -6.263 -0.499 0.10
C -0.316 -0.538 0.644 -0.20
C 4.151 1.628 1.189 -0.15
O 1.005 -3.367 -2.905 -0.17
H 3.678 -4.108 -1.162 0.10
C 1.933 -2.973 -1.897 -0.19
H 1.780 5.223 0.397 0.10
C 1.553 -4.428 -3.666 -0.20
H -0.123 -1.337 6.831 0.11
H -3.197 6.023 1.862 0.12
H -2.462 4.828 0.762 0.10
H -2.572 -4.970 0.289 0.09
H 5.311 -0.182 1.498 0.11
C -0.956 -0.517 -0.769 -0.13
C -0.390 1.645 -0.061 -0.21
O -3.449 -1.166 1.753 -0.16
H -0.703 -1.407 -1.342 0.09
C 2.652 -4.266 -1.495 -0.15
C -2.446 -5.460 -0.675 -0.16
H -2.812 -3.051 1.732 0.11
H -4.927 -0.042 2.689 0.13
C -0.969 3.877 3.053 -0.16
O 0.162 0.762 0.903 -0.16
C -0.473 0.824 -1.339 -0.13
H -1.160 1.255 -2.064 0.12
H 0.550 -1.982 2.813 0.09
H 4.731 2.460 1.585 0.11
H 1.418 7.563 0.943 0.12
H 3.594 1.249 2.054 0.11
H 4.263 -0.874 -1.025 0.11
H 2.359 -6.156 -2.524 0.10
H -0.442 3.275 2.308 0.09
C -4.502 -2.784 3.148 -0.16
C -3.688 -6.144 -1.276 -0.15
H 2.126 1.950 0.372 0.09
C -2.053 -4.440 -1.730 -0.20
H 3.054 1.542 -7.185 0.11
C 3.941 -0.207 -0.223 -0.22
C -0.304 6.778 -1.575 -0.22
H -1.057 -0.394 3.816 0.11
H 0.508 -1.257 0.610 0.10
C 1.368 7.351 -0.123 -0.19
O 0.135 0.099 5.355 -0.14
H -0.165 -2.818 5.056 0.10
C -3.950 -0.495 2.898 -0.21
C -2.363 3.376 3.376 -0.18
H -5.584 -2.786 3.009 0.11
C -3.787 -2.566 1.822 -0.18
H 3.174 -0.787 0.320 0.12
H 0.263 0.713 3.402 0.11
C 1.647 -0.452 -4.977 -0.16
C 2.442 0.633 -4.248 -0.21
H 1.786 -1.450 -4.568 0.09
H -1.394 6.781 -1.660 0.12
H -1.575 -3.552 -1.316 0.10
H -1.413 1.888 0.280 0.13
H 3.428 2.901 -0.405 0.12
H -1.397 -4.850 -2.508 0.11
H -0.503 5.748 1.865 0.10
H -4.236 -3.739 3.598 0.11
C 0.854 -1.433 3.696 -0.16
H -1.062 -0.872 1.370 0.10
H 1.395 -0.648 -7.144 0.11
H -1.657 -6.202 -0.523 0.11
H -1.430 6.000 3.326 0.12
H 5.811 0.726 0.028 0.11
C 0.725 -2.183 5.028 -0.16
C 0.016 -0.192 3.947 -0.19
H 0.065 7.090 -2.564 0.12
C 2.097 -0.261 -6.408 -0.17
H -2.491 2.315 3.159 0.09
H -3.181 -1.750 4.535 0.10
C 2.257 1.253 -6.498 -0.21
H -4.425 -2.826 0.975 0.12
C 1.571 5.873 -0.459 -0.17
O -3.284 -4.024 -2.319 -0.15
H 1.949 1.040 -3.366 0.09
H 1.584 -2.822 5.227 0.11